Record 1
Formula: C32H28I3N3O4PRu
Source: OMol25
Level of theory: wB97M-V/def2-TZVPD

The calculation puts the max |F| at 0.60 eV Å⁻¹. As for the HOMO energy (spin up / spin down): -6.4448 / -7.9878 eV. The calculation puts the total energy at -3030.72109 hartree. The expectation value of S² is 8.7890. As for the energy relative to the best compared isomer or geometry (same formula, charge and spin): 0.0 kcal/mol. For the gap between HOMO and LUMO (spin up / spin down), the calculation gives 6.431 / 7.437 eV.

```
! RIJCOSX wB97M-V def2-TZVPD def2/J DEFGRID3
* xyz 0 6
Ru -0.0777 0.4074 0.1727
I -1.8234 -0.4047 7.3327
C -1.6972 -0.5364 5.2519
C -2.1152 -1.7387 4.6441
C -2.0869 -1.8384 3.2442
I -2.7203 -3.6073 2.3441
C -1.6424 -0.8230 2.4296
O -1.5954 -0.8590 1.1422
C -1.1112 0.4760 3.0545
C -1.8722 1.6838 2.3940
N -1.0703 2.2752 1.3267
C -1.7359 3.0776 0.3132
C -0.7560 3.3643 -0.8077
C -0.8329 4.5107 -1.5811
C 0.0858 4.6826 -2.6058
C 1.0475 3.7101 -2.8241
C 1.0603 2.5909 -2.0072
N 0.1780 2.4361 -1.0197
C -1.2379 0.5260 4.5515
H -2.4572 -2.5658 5.2466
H -2.1436 2.4115 3.1645
H -2.7922 1.3071 1.9469
H -0.2797 2.7798 1.7130
H -2.1541 4.0160 0.6948
H -2.5667 2.4860 -0.0849
H -1.5952 5.2519 -1.3786
H 0.0517 5.5700 -3.2244
H 1.7807 3.8095 -3.6118
H 1.7714 1.7807 -2.1409
H -0.9311 1.4392 5.0442
I -0.7592 -6.7851 -2.4327
C 0.1153 -4.9112 -2.1718
C 0.8454 -4.3401 -3.2073
C 1.4021 -3.0831 -3.0330
C 1.2427 -2.3937 -1.8355
C 0.5225 -2.9864 -0.8043
C -0.0480 -4.2419 -0.9678
C 1.8310 -1.0047 -1.7034
O 2.3330 -0.4626 -2.6768
O 1.7046 -0.4560 -0.5370
H 0.9716 -4.8700 -4.1418
H 1.9660 -2.6088 -3.8253
H 0.3836 -2.4717 0.1386
H -0.6146 -4.6836 -0.1586
C -1.8592 -1.7326 -3.5886
P -2.5079 -0.6628 -2.3064
C -3.4408 -1.7050 -1.1874
C -3.7013 0.4237 -3.1048
O -1.4214 0.1504 -1.6553
H -2.6629 -2.1930 -4.1640
H -1.2498 -2.5125 -3.1315
H -1.2230 -1.1424 -4.2488
H -4.0805 -2.3837 -1.7538
H -4.0577 -1.0926 -0.5293
H -2.7446 -2.2669 -0.5649
H -4.4984 -0.1474 -3.5821
H -3.1945 1.0332 -3.8528
H -4.1391 1.0824 -2.3539
N 8.2082 0.9049 1.3425
C 7.0795 0.8543 1.5516
C 5.6666 0.7924 1.8139
C 4.9638 -0.3809 1.5450
C 3.6064 -0.4379 1.7894
C 2.9405 0.6764 2.3057
C 3.6512 1.8441 2.5785
C 5.0102 1.9045 2.3340
C 1.5260 0.6068 2.5233
C 0.3225 0.5232 2.6422
H 5.4814 -1.2377 1.1368
H 3.0462 -1.3344 1.5647
H 3.1367 2.7043 2.9851
H 5.5653 2.8084 2.5428
*
```


Record 2
Formula: C4H5NO2S
Source: OMol25
Level of theory: wB97M-V/def2-TZVPD

The calculation puts the max |F| at 4.87 eV Å⁻¹. As for the HOMO energy: -8.8766 eV. As for the SMILES: C=COC(=O)C(N)=S. The calculation puts the total energy at -758.77147 hartree. As for the energy relative to the best compared isomer or geometry (same formula, charge and spin): 68.2 kcal/mol. For the gap between HOMO and LUMO, the calculation gives 8.541 eV.

```
! RIJCOSX wB97M-V def2-TZVPD def2/J DEFGRID3
* xyz 0 1
C -3.3368 -0.8748 -0.0843
C -2.4687 0.1813 0.0703
O -1.1389 -0.3797 0.2345
C -0.2155 0.5917 -0.0766
O -0.4193 1.7695 -0.3170
C 1.3226 0.0980 0.0200
N 2.0619 1.1994 0.3401
S 1.9468 -1.3462 -0.1078
H -4.3093 -0.6947 0.1586
H -2.8726 -1.8675 0.0992
H -2.5671 1.3102 0.2098
H 3.1362 1.1687 0.1355
H 1.6874 2.1310 -0.1759
*
```


Record 3
Formula: C4H6FNO2
Source: OMol25
Level of theory: wB97M-V/def2-TZVPD

The calculation puts the max |F| at 2.59 eV Å⁻¹. As for the HOMO energy: -9.6714 eV. As for the SMILES: O=C1C[C@H](F)CON1. The calculation puts the total energy at -461.05915 hartree. As for the energy relative to the best compared isomer or geometry (same formula, charge and spin): 46.9 kcal/mol. For the gap between HOMO and LUMO, the calculation gives 10.408 eV.

```
! RIJCOSX wB97M-V def2-TZVPD def2/J DEFGRID3
* xyz 0 1
O -2.1182 1.0451 0.0086
C -1.1891 0.3180 0.1387
C -0.0420 0.4979 1.1764
C 1.2558 0.3220 0.4667
F 1.3279 1.2426 -0.5537
C 1.2522 -1.0755 -0.1023
O -0.0322 -1.6693 -0.3342
N -0.8763 -0.6429 -0.7893
H -0.2302 1.5086 1.5714
H -0.1182 -0.1831 1.9786
H 2.1167 0.6064 1.1352
H 1.7967 -1.0496 -1.0278
H 1.8233 -1.8058 0.5422
H -1.6635 -1.1408 -1.1634
*
```


Record 4
Formula: C29H46ClFN4O12PS
Source: OMol25
Level of theory: wB97M-V/def2-TZVPD

The calculation puts the max |F| at 4.30 eV Å⁻¹. As for the HOMO energy: -11.1034 eV. The calculation puts the total energy at -3553.76734 hartree. For the gap between HOMO and LUMO, the calculation gives 8.221 eV.

```
! RIJCOSX wB97M-V def2-TZVPD def2/J DEFGRID3
* xyz 1 1
C -0.3118 -4.3220 -3.2779
C 1.0753 -3.8468 -2.8026
C 1.0815 -2.6174 -1.8550
O -0.2388 -2.1627 -1.5883
C -0.3805 -0.9393 -0.8538
C -0.8246 0.1105 -1.9526
C -1.2402 -0.4545 -3.3126
C -0.0569 -0.6543 -4.2867
O -2.0387 0.6203 -3.8804
N 0.8735 -0.5252 -0.2273
C 0.7691 0.2030 0.9946
C 2.1314 0.7628 1.4648
C 3.2413 0.8239 0.3645
C 4.3330 1.7881 0.8184
N 4.5988 1.9513 2.1984
O 4.9885 2.3563 -0.0222
N -0.0345 1.4735 0.7244
C 0.3682 2.3086 -0.0538
O 0.7918 3.0825 -0.7944
C -0.0028 -0.6437 2.0959
C 0.9102 -1.2587 3.1651
C 2.0742 -2.1177 2.7437
O 2.6754 -2.1258 1.7254
F 2.4594 -2.9470 3.7241
S -0.8285 0.6668 3.2035
C -2.2966 1.4934 2.6233
O 0.1435 1.6983 3.4928
O -1.1408 0.0668 4.4835
N -0.9858 -1.6554 1.5135
C -2.1777 -1.9568 2.3860
C -2.0280 -2.6887 3.7291
C -3.0717 -3.8361 3.8561
C -0.3102 -2.9837 1.2511
C -1.0471 -4.1153 0.5574
C -0.1426 -5.3784 0.7290
Cl -0.6584 -6.3230 2.1561
C -1.4939 -1.0955 0.2127
P -3.0711 -1.7027 -0.5576
O -4.2534 -1.4220 0.2949
H -0.2360 -5.3982 -3.4671
H -0.5758 -3.8962 -4.2479
H -1.1074 -4.2017 -2.5452
H 1.7480 -3.7018 -3.6487
H 1.5110 -4.6796 -2.2396
H 1.6237 -1.8233 -2.3842
H 1.6968 -2.8633 -0.9847
H -1.6549 0.6837 -1.5266
H -0.0310 0.8316 -2.1691
H -1.9110 -1.3132 -3.2897
H -0.2082 -0.0155 -5.1582
H 0.0171 -1.6763 -4.6612
H 0.8883 -0.3177 -3.8516
H -2.6881 0.2363 -4.4792
H 1.3744 -0.0385 -0.9575
H 2.6600 0.2196 2.2435
H 2.0453 1.7522 1.9094
H 2.8755 1.1867 -0.5947
H 3.7196 -0.1561 0.2955
H 5.5056 2.3935 2.3143
H 3.9217 2.6065 2.5853
H 1.3837 -0.4209 3.6986
H 0.3881 -1.7690 3.9724
H -2.9794 0.9433 1.9731
H -2.8281 1.8247 3.5177
H -1.9892 2.3943 2.0929
H -2.8450 -1.1067 2.5327
H -2.8620 -2.6314 1.8667
H -2.2436 -2.0664 4.5973
H -1.0743 -3.1762 3.9439
H -4.0336 -3.4511 3.5022
H -3.1526 -4.1647 4.8904
H -2.7853 -4.6863 3.2319
H 0.0179 -3.4522 2.1841
H 0.6336 -2.8288 0.7283
H -1.2170 -4.0453 -0.5131
H -1.9952 -4.4194 1.0080
H -0.2081 -6.0056 -0.1554
H 0.8830 -5.0478 0.9037
H -1.8291 -0.0784 0.4512
H -3.0713 -3.0600 -0.9191
H -3.2539 -0.9540 -1.7346
C 2.0229 6.9946 -2.2206
C 0.9312 6.2224 -2.1522
C -0.4509 6.8064 -2.0785
O -1.3955 6.0360 -2.0343
C -0.5890 8.2496 -2.0572
C 0.5023 9.0269 -2.1231
C 1.8859 8.4430 -2.2224
O 2.8286 9.2060 -2.2965
O 0.4367 10.3514 -2.1055
O 0.9845 4.8923 -2.1430
H 3.0217 6.5846 -2.2757
H -1.5872 8.6578 -1.9870
H 1.3590 10.6683 -2.1666
H 0.0559 4.6005 -2.0958
*
```


Record 5
Formula: C4H11N3O2
Source: OMol25
Level of theory: wB97M-V/def2-TZVPD

The calculation puts the max |F| at 5.66 eV Å⁻¹. As for the HOMO energy: -9.0259 eV. As for the SMILES: CN=C(N)N.CC(=O)O. The calculation puts the total energy at -473.72623 hartree. As for the energy relative to the best compared isomer or geometry (same formula, charge and spin): 48.0 kcal/mol. For the gap between HOMO and LUMO, the calculation gives 9.829 eV.

```
! RIJCOSX wB97M-V def2-TZVPD def2/J DEFGRID3
* xyz 0 1
C -0.5272 2.9959 0.6302
N 0.3274 1.8285 0.3210
C 0.8747 1.0676 1.0672
N 0.6034 1.0192 2.5085
N 1.7684 -0.0154 0.5709
H -0.8249 3.1120 1.6453
H -1.3634 2.7668 0.0147
H -0.1427 3.7910 0.1148
H 1.3351 1.5682 2.9975
H 0.5587 0.1119 2.8581
H 2.6040 -0.2233 1.1511
H 2.0203 0.1397 -0.4353
C -0.6141 -3.1932 -1.6288
C -1.2348 -1.7925 -1.2759
O -2.0506 -1.4623 -0.5000
O -0.8292 -0.9938 -2.3803
H -1.1709 -4.0805 -1.5240
H 0.3586 -3.3759 -1.0702
H -0.3830 -3.1241 -2.6659
H -1.3099 -0.1397 -2.3990
*
```